(1)
Here is a 2-piece molecular cluster, C3H7IN2O overall from OMol25. Energies are from the ωB97M-V functional and the def2-TZVPD basis.

Structure (XYZ):
```
14
Properties=species:S:1:pos:R:3
C -1.933 -0.120 -0.157
C 1.374 -1.541 -0.334
C 1.102 1.217 0.989
N -0.722 0.664 -0.156
N -0.006 0.641 0.946
O 1.944 -0.969 0.551
I 1.978 2.426 -0.637
H -1.827 -1.041 0.567
H -2.095 -0.408 -1.221
H -2.798 0.530 0.279
H 1.640 -1.598 -1.427
H -0.632 1.265 -0.980
H 0.339 -1.970 -0.302
H 1.635 0.905 1.883
```

Calculated values
ΔE to the lowest compared entry with this formula, charge and spin: 20.8 kcal/mol
HOMO level: -8.4 eV
structure (SMILES): CN/N=C\I.C=O
frontier orbital gap: 8.79 eV

These are the Löwdin partial charges, in e, on atoms 1 to 4: atom 1 (C): -0.12, atom 2 (C): -0.16, atom 3 (C): -0.62, atom 4 (N): -0.19

***

(2)
Here is an isolated ion of composition C3H7IN3 and charge +1 from OMol25. Energies are from the ωB97M-V functional and the def2-TZVPD basis.

Structure (XYZ):
```
14
Properties=species:S:1:pos:R:3
C -0.695 -0.022 -1.693
C -0.634 0.785 0.473
C 1.098 -1.139 0.841
N 0.543 -0.226 -1.405
N -1.403 0.484 -0.669
N 0.640 0.225 0.005
I -0.285 3.007 0.898
H -1.200 -0.625 -2.505
H -0.924 0.296 1.472
H 0.299 -1.506 1.428
H 1.443 -1.951 0.213
H 1.997 -0.819 1.368
H -2.324 0.833 -0.821
H 1.443 0.657 0.394
```

Calculated values
ΔE to the lowest compared entry with this formula, charge and spin: 51.5 kcal/mol
HOMO level: -13.9 eV
structure (SMILES): C[N@H+]1N=CN[C@@H]1I
total charge: +1
frontier orbital gap: 9.40 eV

These are the Löwdin partial charges, in e, on atoms 1 to 4: atom 1 (C): -0.14, atom 2 (C): -0.62, atom 3 (C): 0.11, atom 4 (N): 0.13

***

(3)
Here is C3H7IN3 as an isolated structure from OMol25. Energies are from the ωB97M-V functional and the def2-TZVPD basis.

Structure (XYZ):
```
14
Properties=species:S:1:pos:R:3
C -0.104 -1.800 0.450
C -0.571 0.642 0.556
C 0.767 1.022 -1.338
N 0.836 -1.175 -0.112
N -1.207 -1.096 0.779
N 0.733 0.251 -0.033
I -2.783 -1.404 1.936
H -0.150 -2.817 0.625
H -1.207 1.146 -0.153
H -0.401 1.142 1.582
H 0.642 2.004 -0.997
H 1.874 0.817 -1.695
H 0.075 0.725 -2.164
H 1.495 0.542 0.565
```

Calculated values
ΔE to the lowest compared entry with this formula, charge and spin: 84.0 kcal/mol
HOMO level: -13.0 eV
total charge: +1
frontier orbital gap: 8.71 eV

These are the Löwdin partial charges, in e, on atoms 1 to 4: atom 1 (C): -0.28, atom 2 (C): 0.04, atom 3 (C): 0.03, atom 4 (N): 0.08

***

(4)
Here is an isolated ion of composition C3H7INO and charge +1 from OMol25. Energies are from the ωB97M-V functional and the def2-TZVPD basis.

Structure (XYZ):
```
13
Properties=species:S:1:pos:R:3
C -0.588 -0.038 0.710
C 0.634 0.088 1.687
C -0.263 -0.403 -1.766
N -0.147 0.504 -0.620
O 0.177 -1.129 1.060
I 0.647 0.506 3.683
H -1.550 0.064 1.082
H 1.661 0.226 1.278
H 0.452 -1.310 -1.710
H -1.172 -0.853 -1.656
H 0.095 0.162 -2.600
H -0.755 1.362 -0.740
H 0.809 0.823 -0.409
```

Calculated values
ΔE to the lowest compared entry with this formula, charge and spin: 53.1 kcal/mol
HOMO level: -13.5 eV
structure (SMILES): C[NH2+][C@H]1O[C@@H]1I
total charge: +1
frontier orbital gap: 9.84 eV

These are the Löwdin partial charges, in e, on atoms 1 to 4: atom 1 (C): -0.24, atom 2 (C): -0.77, atom 3 (C): 0.02, atom 4 (N): 0.04

***

(5)
Here is a 3-piece molecular cluster, C3H7INS overall from OMol25. Energies are from the ωB97M-V functional and the def2-TZVPD basis.

Structure (XYZ):
```
13
Properties=species:S:1:pos:R:3
C -0.565 0.106 -0.308
C -0.362 -1.360 -0.682
C 1.733 -0.302 0.163
N 0.786 0.575 -0.526
S 1.097 -1.953 -0.138
I 3.972 0.135 0.064
H -1.329 0.602 -0.869
H -0.798 0.193 0.768
H 0.721 1.704 2.275
H -1.252 -1.987 -0.639
H 0.571 0.946 1.924
H 0.857 0.627 -1.642
H 0.870 1.554 -0.206
```

Calculated values
ΔE to the lowest compared entry with this formula, charge and spin: 79.6 kcal/mol
HOMO level (alpha / beta): -12.6 / -12.9 eV
total charge: +1
frontier orbital gap (alpha / beta): 6.93 / 7.64 eV

These are the Löwdin partial charges, in e, on atoms 1 to 4: atom 1 (C): -0.22, atom 2 (C): -0.39, atom 3 (C): -0.92, atom 4 (N): -0.15

***

(6)
Here is C3H7IOS2 as an isolated structure from OMol25. Energies are from the ωB97M-V functional and the def2-TZVPD basis.

Structure (XYZ):
```
14
Properties=species:S:1:pos:R:3
C 0.698 -0.070 -1.512
C 0.586 -0.037 0.936
C 0.790 0.816 -0.316
O -0.133 2.766 -1.760
S -2.646 0.846 -1.105
S -0.443 2.215 -0.457
I -4.928 0.274 -0.391
H -0.371 -0.219 -1.587
H 0.994 0.484 -2.499
H 1.521 -0.733 -1.297
H -0.378 -0.397 1.024
H 0.692 0.531 1.859
H 1.180 -0.927 0.843
H 1.702 1.436 -0.101
```

Calculated values
ΔE to the lowest compared entry with this formula, charge and spin: 31.4 kcal/mol
HOMO level (alpha / beta): -8.6 / -8.6 eV
frontier orbital gap (alpha / beta): 6.17 / 6.19 eV

These are the Löwdin partial charges, in e, on atoms 1 to 4: atom 1 (C): -0.13, atom 2 (C): -0.11, atom 3 (C): -0.62, atom 4 (O): -0.50

***

(7)
Here is C3H7N in the gas phase from OMol25. Energies are from the ωB97M-V functional and the def2-TZVPD basis.

Structure (XYZ):
```
11
Properties=species:S:1:pos:R:3
C -0.725 0.185 0.117
C 0.535 -0.590 0.054
C 1.068 -0.863 -1.114
H 0.068 1.651 1.232
H -1.678 1.514 1.350
H -1.599 -0.462 0.106
H -0.779 0.614 -0.915
H 1.140 -0.795 1.046
H 0.684 -0.691 -2.236
H 2.004 -1.552 -0.999
N -0.719 0.989 1.358
```

Calculated values
ΔE to the lowest compared entry with this formula, charge and spin: 32.4 kcal/mol
HOMO level: -9.4 eV
structure (SMILES): C=CCN
frontier orbital gap: 10.65 eV

These are the Löwdin partial charges, in e, on atoms 1 to 4: atom 1 (C): -0.36, atom 2 (C): -0.26, atom 3 (C): -0.06, atom 4 (H): 0.07

***

(8)
Here is C3H7N in the gas phase from OMol25. Energies are from the ωB97M-V functional and the def2-TZVPD basis.

Structure (XYZ):
```
11
Properties=species:S:1:pos:R:3
C 0.207 0.296 0.331
C -0.697 -0.865 0.303
C -0.949 0.300 -0.676
H 1.810 0.926 -0.605
H 2.235 0.002 0.690
H 0.006 0.977 1.216
H -0.364 -1.782 -0.114
H -1.496 -1.123 1.036
H -1.636 1.039 -0.415
H -0.642 0.145 -1.684
N 1.526 0.086 -0.082
```

Calculated values
ΔE to the lowest compared entry with this formula, charge and spin: 20.8 kcal/mol
HOMO level: -9.3 eV
structure (SMILES): NC1CC1
frontier orbital gap: 10.49 eV

These are the Löwdin partial charges, in e, on atoms 1 to 4: atom 1 (C): -0.46, atom 2 (C): -0.14, atom 3 (C): -0.08, atom 4 (H): 0.08

***

(9)
Here is C3H7N in the gas phase from OMol25. Energies are from the ωB97M-V functional and the def2-TZVPD basis.

Structure (XYZ):
```
11
Properties=species:S:1:pos:R:3
C 1.075 0.238 0.562
C -0.405 0.381 0.322
C -1.057 0.074 -0.927
H 1.486 -0.609 -0.204
H 1.642 1.172 0.420
H 1.435 -0.329 1.416
H -0.853 0.923 1.177
H -0.428 -0.138 -1.694
H -1.978 0.644 -1.261
H 0.054 -1.426 0.075
N -0.970 -0.930 0.113
```

Calculated values
ΔE to the lowest compared entry with this formula, charge and spin: 52.2 kcal/mol
HOMO level: -9.4 eV
structure (SMILES): C[C@H]1CN1
frontier orbital gap: 10.63 eV

These are the Löwdin partial charges, in e, on atoms 1 to 4: atom 1 (C): -0.09, atom 2 (C): -0.44, atom 3 (C): -0.17, atom 4 (H): 0.12

***

Results for energy: -600.830399, -580.127018, -580.075198, -545.841132, -868.712524, -1287.708787, -173.190437, -173.208914, -173.158940 (in a.u., following the order of the records).
Results for molar mass: 214.0, 212.0, 212.0, 200.0, 216.1, 250.1, 57.1, 57.1, 57.1 (in g/mol, following the order of the records).